95
Properties=species:S:1:pos:R:3:forces:R:3:mulliken_charge:R:1 method="wB97M-V/def2-TZVPD" homo_lumo_gap_ev=8.210 total_charge=0 e_homo_ev=-8.569
S -3.767 2.768 -0.153 0.01 0.25 -0.03 0.05
F -3.989 -6.692 -5.837 0.03 -0.04 0.04 -0.29
F 3.745 3.318 2.664 -0.05 0.04 0.08 -0.37
F 7.592 -2.510 1.212 -0.06 0.06 -0.01 -0.28
F 6.427 6.717 1.094 0.05 -0.01 0.02 -0.28
O 2.340 3.734 -2.572 0.15 0.24 0.62 -0.51
O -3.319 -5.893 -1.520 0.05 -0.06 0.06 -0.48
O -4.037 -6.419 -3.593 -0.11 0.26 -0.05 -0.33
O 3.306 -3.245 0.327 0.14 -0.09 -0.02 -0.64
O 7.989 5.443 0.071 -0.11 -0.05 -0.22 -0.34
O 2.045 -0.818 0.134 -0.48 -0.32 -0.07 -0.68
O 9.239 3.625 -0.418 0.06 -0.01 0.02 -0.50
O 5.380 -2.972 1.163 0.03 -0.26 0.07 -0.22
O -8.426 -0.847 2.139 -0.06 0.18 -0.12 -0.43
O 5.113 -3.432 -0.992 0.11 -0.01 -0.03 -0.30
O -2.371 -4.958 -3.337 -0.03 -0.01 -0.10 -0.28
O 7.209 3.408 0.533 -0.04 0.05 0.00 -0.31
O 0.088 3.627 -2.606 0.38 0.07 0.32 -0.51
N -2.489 3.741 -0.097 -0.29 -0.01 0.02 -0.70
N -3.089 1.359 0.156 -0.08 -0.22 -0.01 -0.29
C -3.439 -2.431 -1.025 0.00 0.72 -0.63 -0.27
C -8.003 0.134 3.059 0.12 -0.07 0.24 -0.62
C -2.270 -1.561 -1.537 0.00 0.08 0.32 -1.10
C -3.886 -5.777 -4.844 0.07 -0.13 0.06 0.29
C -7.627 -0.978 0.978 -0.01 0.03 -0.02 -0.56
C 2.152 -0.071 2.635 -0.08 -0.50 -0.23 -0.06
C 2.517 3.703 2.110 0.08 -0.06 -0.28 -0.73
C -5.863 -2.405 -0.173 0.05 0.75 0.16 -0.58
C -0.782 0.606 0.585 -0.26 -0.19 0.10 0.23
C 0.827 2.452 0.646 0.19 -0.37 0.10 0.40
C 0.493 1.050 0.768 0.59 0.17 -0.11 -0.54
C -4.588 -1.590 -0.473 -0.01 -0.33 0.14 -0.39
C 1.086 5.198 -1.092 0.11 -0.22 0.15 -0.30
C 1.081 4.103 -2.134 -0.44 -0.19 -0.54 0.43
C -1.444 2.962 0.181 0.13 -0.29 -0.01 0.83
C 6.667 -3.339 0.685 -0.02 0.15 0.00 0.30
C 2.264 2.870 0.851 0.20 0.20 -0.02 -0.86
C 0.203 4.859 0.136 -0.25 -0.07 -0.06 -1.42
C -1.139 -0.854 0.684 0.01 -0.16 0.19 -1.24
C -1.025 -1.601 -0.655 0.19 0.24 -0.35 -0.72
C 6.275 4.336 1.094 -0.08 -0.05 -0.03 0.16
C 6.510 -3.163 -0.811 0.06 -0.03 -0.10 -0.43
C 6.611 5.605 0.341 0.13 0.00 0.12 0.35
C 4.488 -3.216 0.177 -0.13 0.06 -0.04 0.65
C -3.244 -5.770 -2.692 0.04 -0.09 0.08 0.70
C -2.493 -5.192 -4.742 0.07 0.10 -0.05 -0.41
C -0.100 3.394 0.340 -0.21 0.49 -0.13 0.42
C 2.647 -1.434 3.166 -0.21 0.28 0.11 -1.29
C -6.530 -2.017 1.155 -0.16 -0.16 0.07 -0.59
C 8.251 4.104 0.020 0.00 0.00 0.11 0.63
C -1.781 1.580 0.314 -0.04 0.26 -0.02 0.19
B 1.607 -0.030 1.148 -0.05 0.29 0.15 0.74
H -5.660 -3.473 -0.202 0.06 -0.06 -0.01 0.39
H -0.726 -2.638 -0.490 -0.06 -0.05 0.10 0.51
H -4.681 -5.038 -4.964 -0.03 -0.04 -0.10 0.28
H 0.651 5.250 1.050 0.11 0.18 -0.14 0.35
H -2.136 -0.963 1.115 -0.06 -0.01 -0.06 0.61
H -1.995 -1.866 -2.548 0.09 -0.12 0.01 0.43
H -6.997 -2.884 1.627 -0.02 -0.05 -0.03 0.38
H 2.613 4.762 1.867 -0.08 0.06 0.18 0.43
H 6.076 5.730 -0.602 -0.05 0.10 0.03 0.31
H 5.257 3.994 0.944 0.05 -0.14 -0.08 -0.33
H 6.884 -4.359 1.004 0.08 0.02 0.05 0.27
H 1.387 0.344 3.292 0.02 0.08 0.06 0.41
H 6.464 4.449 2.162 0.00 0.10 0.00 0.24
H 2.623 3.429 -0.018 0.03 -0.06 0.07 0.33
H -2.595 -0.521 -1.621 -0.07 -0.01 -0.04 0.42
H -7.749 -0.330 4.015 0.01 -0.04 0.02 0.26
H -4.263 -1.061 0.423 0.01 0.03 0.00 0.05
H 2.986 0.637 2.653 -0.02 0.17 0.10 0.12
H -7.119 0.673 2.710 0.01 0.03 -0.08 0.26
H 2.111 5.388 -0.786 0.04 0.19 -0.14 0.16
H -1.744 -5.919 -5.058 -0.06 -0.06 -0.04 0.28
H -0.458 -1.316 1.403 0.02 -0.06 0.03 0.39
H 2.284 -2.262 2.561 0.05 -0.14 0.00 0.22
H -2.364 -4.267 -5.296 -0.01 0.08 0.14 0.27
H -5.797 -1.628 1.865 0.10 -0.10 0.03 0.29
H 2.284 -1.587 4.181 0.03 -0.09 0.04 0.32
H 2.349 -1.724 0.328 0.37 0.44 0.13 0.33
H -3.827 -2.958 -1.900 -0.05 -0.36 0.18 0.10
H 7.111 -3.849 -1.400 -0.14 -0.10 -0.03 0.27
H 3.732 -1.486 3.208 0.07 -0.08 -0.12 0.34
H -0.204 -1.130 -1.199 0.10 -0.12 -0.02 0.36
H 6.723 -2.135 -1.108 0.04 0.03 0.09 0.28
H 1.741 3.552 2.857 0.02 -0.02 0.09 0.44
H -3.075 -3.158 -0.300 -0.13 -0.16 0.01 0.44
H 2.510 2.813 -2.340 -0.22 -0.20 -0.41 0.35
H -6.583 -2.164 -0.959 -0.05 -0.42 -0.16 0.31
H -8.803 0.854 3.237 -0.06 0.02 -0.07 0.26
H -7.206 -0.006 0.697 0.04 0.04 -0.02 0.33
H -8.296 -1.274 0.167 -0.05 -0.11 0.03 0.32
H 0.674 6.079 -1.582 0.15 0.16 0.03 0.48
H -4.809 -0.818 -1.212 -0.01 0.10 0.04 0.27
H 2.921 2.009 0.938 -0.03 -0.17 -0.05 0.44
H -0.745 5.375 0.017 -0.08 -0.03 0.07 0.52